--- w ---
A 2-piece molecular cluster, C2H5OS overall, computed with ωB97M-V/def2-TZVPD.

```
! wB97M-V def2-TZVPD RIJCOSX def2/J DEFGRID3
* xyz -1 1
O -0.976 -1.199 1.816
C -0.375 -0.458 1.031
C 1.179 -0.369 0.988
H -0.936 0.169 0.289
H 1.576 -1.403 1.250
H 1.622 0.226 1.796
H 1.506 -0.083 -0.023
S -0.048 0.915 -1.684
H -0.017 1.005 -3.004
*
```

Output
**LUMO level**: 0.156 hartree
**HOMO energy**: -2.9473 eV
**Kohn-Sham gap**: 7.2 eV
**Molar mass**: 77.13 u

These are the Mulliken partial charges, in e, on atoms 1 to 5: number 1, O, carries -0.558; number 2, C, carries 0.227; number 3, C, carries -0.716; number 4, H, carries 0.216; number 5, H, carries 0.216

=====

--- x ---
C2H5OS as an isolated structure, computed with ωB97M-V/def2-TZVPD.

```
! wB97M-V def2-TZVPD RIJCOSX def2/J DEFGRID3
* xyz -1 1
C -0.551 -1.808 -0.247
S -0.514 0.007 -0.505
H 0.244 -2.120 0.438
H -1.509 -2.022 0.228
H -0.463 -2.369 -1.176
O 1.810 1.873 0.712
C 0.657 1.970 0.285
H -0.158 2.139 1.003
H 0.484 2.330 -0.739
*
```

Output
**LUMO level**: 0.160 hartree
**HOMO energy**: -2.7105 eV
**Kohn-Sham gap**: 7.1 eV
**Molar mass**: 77.13 u

These are the Mulliken partial charges, in e, on atoms 1 to 5: number 1, C, carries -0.728; number 2, S, carries -0.541; number 3, H, carries 0.206; number 4, H, carries 0.180; number 5, H, carries 0.197

=====

The winner here is w, beating the second structure by 0.785 eV.

=====

--- w ---
A 2-piece molecular cluster, C4H12 overall, computed with ωB97M-V/def2-TZVPD.

```
! wB97M-V def2-TZVPD RIJCOSX def2/J DEFGRID3
* xyz 0 1
C -1.259 -1.882 -0.297
C -1.098 -1.881 1.243
H -0.777 -2.759 -0.707
H -2.309 -1.742 -0.532
H -0.837 -0.952 -0.640
H -1.746 -2.643 1.679
H -1.219 -0.922 1.732
H -0.095 -2.246 1.460
C 1.924 2.034 -0.577
C 0.405 1.781 -0.396
H 2.432 1.965 0.380
H 2.344 1.244 -1.204
H 2.106 2.970 -1.101
H -0.193 2.685 -0.315
H 0.053 1.169 -1.226
H 0.270 1.180 0.500
*
```

Output
**LUMO level**: 0.042 hartree
**HOMO energy**: -11.6478 eV
**SMILES string**: CC.CC
**Kohn-Sham gap**: 12.8 eV
**Molar mass**: 60.14 u

These are the Mulliken partial charges, in e, on atoms 1 to 5: number 1, C, carries -0.395; number 2, C, carries -0.903; number 3, H, carries 0.293; number 4, H, carries 0.266; number 5, H, carries -0.098

=====

--- x ---
A 2-piece molecular cluster, C4H12 overall, computed with ωB97M-V/def2-TZVPD.

```
! wB97M-V def2-TZVPD RIJCOSX def2/J DEFGRID3
* xyz 0 1
C 2.140 -1.653 -0.486
C 0.792 -1.629 0.283
H 2.473 -2.573 -0.966
H 2.004 -0.995 -1.354
H 2.973 -1.253 0.085
H 1.138 -1.593 1.318
H 0.241 -0.719 0.087
H 0.124 -2.466 0.101
C -0.771 1.706 -0.077
C -2.232 1.474 0.308
H -0.510 2.375 -0.892
H -0.291 2.175 0.794
H -0.193 0.794 -0.213
H -2.380 1.375 1.375
H -2.634 0.683 -0.330
H -2.872 2.298 -0.032
*
```

Output
**LUMO level**: 0.042 hartree
**HOMO energy**: -11.2830 eV
**SMILES string**: CC.CC
**Kohn-Sham gap**: 12.4 eV
**Molar mass**: 60.14 u

These are the Mulliken partial charges, in e, on atoms 1 to 5: number 1, C, carries -0.899; number 2, C, carries -0.389; number 3, H, carries 0.310; number 4, H, carries 0.271; number 5, H, carries 0.268

=====

--- y ---
A 2-piece molecular cluster, C4H12 overall, computed with ωB97M-V/def2-TZVPD.

```
! wB97M-V def2-TZVPD RIJCOSX def2/J DEFGRID3
* xyz 0 1
C -0.148 1.641 1.315
C -0.242 0.177 1.657
H -0.465 2.221 0.419
H -0.805 2.159 2.049
H 0.932 1.879 1.393
H 0.539 -0.590 1.125
H -1.247 -0.194 1.521
H -0.199 -0.009 2.699
C -0.441 -1.154 -1.852
C 0.735 -0.577 -1.154
H -0.355 -1.170 -2.945
H -0.233 -2.274 -1.525
H -1.390 -0.787 -1.507
H 0.618 0.474 -1.098
H 1.622 -0.903 -1.901
H 1.079 -0.893 -0.198
*
```

Output
**LUMO level**: 0.042 hartree
**HOMO energy**: -10.5251 eV
**SMILES string**: CC.CC
**Kohn-Sham gap**: 11.7 eV
**Molar mass**: 60.14 u

These are the Mulliken partial charges, in e, on atoms 1 to 5: number 1, C, carries -0.869; number 2, C, carries -0.742; number 3, H, carries 0.320; number 4, H, carries 0.308; number 5, H, carries 0.231

=====

--- z ---
A 2-piece molecular cluster, C4H12 overall, computed with ωB97M-V/def2-TZVPD.

```
! wB97M-V def2-TZVPD RIJCOSX def2/J DEFGRID3
* xyz 0 1
C 1.927 1.171 1.129
C 0.791 2.275 0.996
H 2.793 1.573 1.596
H 1.834 0.312 1.767
H 2.140 0.701 0.235
H -0.207 1.934 0.738
H 1.097 3.011 0.185
H 0.592 2.890 1.904
C -0.993 -2.310 -1.471
C -1.848 -1.182 -0.789
H -1.300 -3.254 -1.160
H -0.692 -2.115 -2.511
H -0.013 -2.387 -0.907
H -2.856 -1.029 -1.306
H -1.305 -0.218 -0.720
H -1.962 -1.373 0.314
*
```

Output
**LUMO level**: 0.039 hartree
**HOMO energy**: -11.4800 eV
**SMILES string**: CC.CC
**Kohn-Sham gap**: 12.5 eV
**Molar mass**: 60.14 u

These are the Mulliken partial charges, in e, on atoms 1 to 5: number 1, C, carries -0.999; number 2, C, carries -0.728; number 3, H, carries 0.337; number 4, H, carries 0.331; number 5, H, carries 0.324

=====

The winner here is w, beating the second structure by 0.354 eV.

=====

--- w ---
A 2-piece molecular cluster, C4H12 overall, computed with ωB97M-V/def2-TZVPD.

```
! wB97M-V def2-TZVPD RIJCOSX def2/J DEFGRID3
* xyz 0 1
C -0.379 -0.292 1.636
C -0.377 -1.184 2.842
H -1.121 0.496 1.633
H 0.599 0.167 1.445
H -0.506 -0.852 0.706
H 0.364 -1.980 2.875
H -1.386 -1.604 2.918
H -0.217 -0.643 3.777
C 1.056 0.997 -2.466
C -0.328 0.472 -2.004
H 1.788 0.268 -2.802
H 0.900 1.716 -3.269
H 1.501 1.581 -1.659
H -0.537 0.823 -0.999
H -0.284 -0.614 -1.864
H -1.073 0.650 -2.771
*
```

Output
**LUMO level**: 0.041 hartree
**HOMO energy**: -11.5705 eV
**SMILES string**: CC.CC
**Kohn-Sham gap**: 12.7 eV
**Molar mass**: 60.14 u

These are the Mulliken partial charges, in e, on atoms 1 to 5: number 1, C, carries -0.716; number 2, C, carries -0.984; number 3, H, carries 0.313; number 4, H, carries 0.301; number 5, H, carries 0.204

=====

--- x ---
A 2-piece molecular cluster, C4H12 overall, computed with ωB97M-V/def2-TZVPD.

```
! wB97M-V def2-TZVPD RIJCOSX def2/J DEFGRID3
* xyz 0 1
C 1.981 -1.419 -0.258
C 1.859 -1.235 1.263
H 2.994 -1.172 -0.585
H 1.874 -2.444 -0.592
H 1.274 -0.731 -0.717
H 0.826 -1.092 1.567
H 2.368 -0.287 1.478
H 2.413 -1.972 1.838
C -2.439 1.253 0.102
C -1.432 1.307 -1.062
H -2.754 2.271 0.325
H -3.309 0.677 -0.193
H -1.948 0.878 0.997
H -0.522 1.824 -0.783
H -1.892 1.835 -1.900
H -1.291 0.309 -1.480
*
```

Output
**LUMO level**: 0.041 hartree
**HOMO energy**: -11.6423 eV
**SMILES string**: CC.CC
**Kohn-Sham gap**: 12.7 eV
**Molar mass**: 60.14 u

These are the Mulliken partial charges, in e, on atoms 1 to 5: number 1, C, carries -0.668; number 2, C, carries -0.782; number 3, H, carries 0.262; number 4, H, carries 0.280; number 5, H, carries 0.130

=====

The winner here is x, beating the second structure by 0.098 eV.

=====

--- w ---
A 2-piece molecular cluster, C4H12 overall, computed with ωB97M-V/def2-TZVPD.

```
! wB97M-V def2-TZVPD RIJCOSX def2/J DEFGRID3
* xyz 0 1
C 0.186 1.602 -1.034
C -1.017 2.412 -0.487
H 0.855 2.307 -1.522
H 0.636 1.099 -0.186
H -0.231 0.894 -1.752
H -0.848 3.490 -0.414
H -1.315 2.134 0.522
H -1.956 2.279 -1.043
C 1.179 -1.870 0.982
C -0.227 -2.194 0.464
H 1.129 -2.146 2.040
H 2.020 -2.397 0.532
H 1.409 -0.812 0.901
H -0.489 -1.729 -0.487
H -0.974 -1.802 1.149
H -0.358 -3.269 0.334
*
```

Output
**LUMO level**: 0.043 hartree
**HOMO energy**: -11.7769 eV
**SMILES string**: CC.CC
**Kohn-Sham gap**: 12.9 eV
**Molar mass**: 60.14 u

These are the Mulliken partial charges, in e, on atoms 1 to 5: number 1, C, carries -0.373; number 2, C, carries -0.894; number 3, H, carries 0.328; number 4, H, carries -0.109; number 5, H, carries 0.210

=====

--- x ---
A 2-piece molecular cluster, C4H12 overall, computed with ωB97M-V/def2-TZVPD.

```
! wB97M-V def2-TZVPD RIJCOSX def2/J DEFGRID3
* xyz 0 1
C -0.517 1.967 -0.892
C 0.005 2.218 -2.404
H -0.448 2.884 -0.284
H -1.431 1.534 -0.864
H 0.052 1.135 -0.393
H 0.630 1.415 -2.807
H 0.462 3.116 -2.303
H -0.855 2.225 -2.959
C 0.162 -1.331 1.379
C 0.304 -2.790 1.790
H 0.853 -0.683 1.954
H 0.521 -1.303 0.318
H -0.742 -0.910 1.616
H 1.231 -3.181 1.650
H -0.401 -3.435 1.322
H 0.173 -2.861 2.877
*
```

Output
**LUMO level**: 0.042 hartree
**HOMO energy**: -11.5058 eV
**SMILES string**: CC.CC
**Kohn-Sham gap**: 12.6 eV
**Molar mass**: 60.14 u

These are the Mulliken partial charges, in e, on atoms 1 to 5: number 1, C, carries -0.696; number 2, C, carries -0.846; number 3, H, carries 0.302; number 4, H, carries 0.319; number 5, H, carries 0.074

=====

The winner here is w, beating the second structure by 0.801 eV.